102
Properties=species:S:1:pos:R:3:forces:R:3:lowdin_charge:R:1 method="wB97M-V/def2-TZVPD" total_charge=-1 largest_force_ev_per_a=2.6 e_homo_ev=-4.17 e_above_lowest_kcal_mol=0.0
C 1.97654 1.82167 0.92987 0.0865 0.2937 -0.4280 -0.05
C 0.66029 2.25754 0.28147 -0.0232 0.0527 -0.2932 -0.39
C 0.44787 1.55643 -1.07194 0.1579 0.0315 0.8774 -0.06
C -0.57402 2.19693 1.19607 0.3159 -0.1811 0.5627 -0.31
C -0.34208 2.99941 2.49797 -0.1212 -0.0748 -0.8880 -0.07
C -1.06408 0.76214 1.55162 -0.0920 0.3420 0.0655 -0.17
O -0.18206 -0.27028 1.17242 -0.4295 -0.1239 0.0838 -0.10
C 0.45107 -0.91641 2.26988 -0.0653 -0.5818 -0.9399 -0.51
C -0.42298 -1.93250 3.02168 0.5957 0.4865 1.3541 -0.22
O 0.47667 -2.81868 3.67258 -0.2102 0.1029 -0.3941 -0.38
P 2.13390 -2.59026 3.12036 2.1238 -1.3964 -0.7378 0.42
O 1.49431 -1.64928 1.74789 -0.3287 0.7948 0.8544 -0.29
H 2.78774 2.12962 0.26176 0.0607 -0.0819 -0.0088 0.07
H 2.05305 0.74458 1.05247 -0.0598 -0.0355 0.1857 0.07
H 2.15307 2.34909 1.86696 -0.0324 -0.1727 0.1626 0.07
H 0.78786 3.32334 0.04467 -0.1278 0.0815 0.1347 0.12
H 0.64048 0.49385 -0.94413 -0.1790 -0.0978 -0.1715 0.08
H -0.57710 1.71587 -1.41030 0.0049 -0.0479 -0.2292 0.08
H 1.15195 1.94397 -1.79640 -0.0385 0.0352 -0.2008 0.04
H -1.38477 2.70542 0.66383 -0.0177 -0.0617 -0.1350 0.12
H -1.30596 3.33822 2.87201 0.0753 -0.0069 0.3536 0.06
H 0.17739 2.39137 3.23474 0.0205 0.0843 0.1443 0.07
H 0.25828 3.87901 2.25802 -0.0042 0.1146 0.2343 0.08
H -1.22907 0.71796 2.63297 -0.0742 0.0185 0.0284 0.11
H -2.04535 0.59715 1.09503 0.0688 -0.1981 -0.1563 0.12
H 0.77854 -0.14220 2.98079 0.1368 0.1021 -0.0282 0.13
H -0.93284 -1.38729 3.82941 -0.5254 -0.1023 -0.2270 0.11
H -1.14312 -2.45184 2.38735 0.0295 0.0307 -0.2274 0.10
H 2.75305 -3.46707 4.10057 -0.5433 0.2528 0.4721 -0.07
H 2.32425 -1.44190 3.96916 -0.5517 0.1993 -0.0950 -0.02
H 3.48370 -2.35393 2.61370 -0.1292 -0.0887 -0.0306 -0.06
H 2.04247 -3.77495 2.27827 -0.2739 0.1282 -0.0253 -0.03
O 1.68022 -8.48458 0.21245 -0.0118 0.0001 -0.0072 0.08
C 0.88455 -7.58651 0.09575 -0.0918 -0.0301 0.1357 -0.54
O 1.15888 -6.39314 0.62762 0.1771 0.0132 -0.1609 0.01
C 0.34166 -5.22993 0.39788 -0.1910 0.2609 0.0686 -0.22
C -0.82181 -5.17676 1.36093 -0.0783 -0.2597 0.0507 -0.06
C -0.45144 -7.81612 -0.58032 0.0649 0.1074 -0.3206 0.00
H 0.02312 -5.18809 -0.64567 0.0078 -0.0861 0.0031 0.11
H 0.98724 -4.37106 0.57398 0.1408 -0.1287 0.0755 0.10
H -1.49412 -6.02964 1.23555 -0.0157 0.0278 -0.0513 0.06
H -1.39416 -4.26360 1.20331 0.0324 0.0275 0.0007 0.07
H -0.45219 -5.18248 2.38671 0.0468 0.1560 -0.0139 0.08
H -1.14033 -8.23710 0.15089 -0.0050 0.0082 0.0175 0.09
H -0.30475 -8.53845 -1.37991 0.0278 -0.1031 0.1054 0.08
H -0.89363 -6.92184 -1.01007 -0.0582 0.0149 0.1126 0.06
O 1.78408 1.46599 -3.95849 -0.0030 -0.0494 -0.2373 0.09
C 2.28354 2.46189 -4.40581 0.1388 -0.0518 -0.1948 -0.52
O 1.47833 3.40525 -4.92871 -0.1751 0.0539 0.2553 -0.01
C 1.93571 4.68832 -5.37080 0.1259 0.0819 -0.1702 -0.23
C 2.44289 4.62398 -6.79610 -0.0108 -0.1944 0.0878 -0.06
C 3.78242 2.64211 -4.46288 0.0307 0.2249 0.2905 0.02
H 2.66466 5.10782 -4.67452 0.0169 -0.0965 0.0316 0.11
H 1.05100 5.32182 -5.32175 -0.0316 -0.0447 0.0256 0.12
H 3.32100 3.98097 -6.87976 0.0506 0.0579 0.0551 0.07
H 2.71226 5.61681 -7.16014 -0.0540 0.0072 0.0112 0.08
H 1.66106 4.19843 -7.42485 0.1499 0.1954 -0.0316 0.04
H 4.15689 2.14293 -5.35582 -0.0050 0.0000 -0.0165 0.09
H 4.21091 2.16154 -3.58686 -0.0379 -0.1294 -0.0540 0.09
H 4.10861 3.67928 -4.47184 -0.0199 -0.0087 -0.1193 0.07
O -2.05268 5.94846 4.41843 -0.0028 -0.0369 -0.0120 0.12
C -2.95552 6.21920 3.67952 0.0344 0.2071 -0.0258 -0.53
O -3.18493 5.42964 2.60965 0.0394 -0.1948 0.0796 -0.01
C -4.33422 5.55973 1.77277 -0.0565 0.0589 -0.1457 -0.24
C -4.13665 6.60624 0.69556 0.0732 0.0925 0.0346 -0.07
C -3.79330 7.46435 3.87494 -0.2804 -0.1458 0.1192 0.01
H -5.22867 5.74455 2.37022 0.0198 0.0348 0.0136 0.11
H -4.45535 4.57892 1.31566 0.0509 -0.0314 0.0490 0.12
H -3.99456 7.60021 1.12073 -0.0522 0.0012 0.0110 0.07
H -5.00358 6.63879 0.03450 0.0001 -0.0252 -0.0047 0.08
H -3.25267 6.37155 0.10301 -0.0214 -0.0464 -0.0141 0.08
H -3.26977 8.30716 3.42507 0.0082 0.0025 -0.0139 0.09
H -3.88712 7.64106 4.94319 0.1418 0.0340 0.0059 0.09
H -4.79471 7.40326 3.45599 0.0513 0.0442 -0.0927 0.07
O 0.79085 -5.11984 8.97676 0.0047 -0.0804 0.0210 0.09
C 0.72619 -5.62531 7.88689 -0.0342 0.2391 -0.1340 -0.53
O 1.75520 -6.38095 7.46351 0.0442 -0.1944 0.2061 0.00
C 1.68768 -7.19017 6.28059 -0.0346 0.0131 -0.2603 -0.24
C 1.94751 -6.39463 5.02214 -0.0041 0.1510 0.0001 -0.06
C -0.43745 -5.36890 6.95840 -0.1671 -0.2309 0.0812 0.01
H 0.73268 -7.71914 6.23688 -0.0331 0.0363 0.0595 0.11
H 2.45913 -7.94600 6.42313 0.0257 0.0418 0.0680 0.12
H 1.19838 -5.61786 4.86977 0.0238 -0.0016 -0.0769 0.06
H 1.94583 -7.04600 4.14679 0.0161 -0.0194 0.0112 0.08
H 2.91154 -5.89127 5.08090 0.0186 -0.0206 -0.0307 0.08
H -0.25338 -4.43559 6.42416 0.0290 -0.0144 -0.0533 0.10
H -1.33434 -5.26061 7.56392 0.0568 0.1330 0.0549 0.09
H -0.61301 -6.15889 6.23314 0.0769 0.0589 -0.0696 0.07
O 0.49000 3.39868 -9.00269 -0.1728 -0.0532 -0.3875 0.08
C -0.26971 2.56835 -8.57405 0.2133 -0.1466 0.2428 -0.52
O -0.50519 2.57023 -7.25456 -0.1219 0.2333 -0.0595 0.00
C -1.45789 1.72291 -6.60323 -0.0594 -0.2459 0.1473 -0.22
C -0.86388 0.37440 -6.25930 0.1587 -0.0212 -0.1006 -0.05
C -0.87276 1.49803 -9.45052 -0.3106 0.1517 -0.0369 0.02
H -2.37000 1.64166 -7.19773 0.0398 -0.0065 -0.0597 0.11
H -1.71861 2.25327 -5.68936 0.0725 0.0684 -0.0137 0.13
H -0.57165 -0.17725 -7.15439 -0.0772 -0.0111 -0.0389 0.07
H -1.58663 -0.22771 -5.70832 -0.0021 0.0183 0.0244 0.09
H 0.02567 0.50426 -5.64230 -0.0635 0.0342 0.0824 0.07
H -0.15389 0.68526 -9.54613 0.0066 -0.0111 0.0193 0.10
H -1.05023 1.92644 -10.43371 0.1424 0.0017 -0.0243 0.09
H -1.81401 1.09867 -9.08144 0.0756 -0.0724 0.0766 0.07

---

11
Properties=species:S:1:pos:R:3:forces:R:3:lowdin_charge:R:1 method="wB97M-V/def2-TZVPD" largest_force_ev_per_a=2.2 smiles=CCC(F)F e_homo_ev=-11.89 e_above_lowest_kcal_mol=8.4
C -0.22979 -1.20950 0.46916 -1.6398 1.1973 -0.9370 -0.07
C -0.51301 0.30635 0.24957 1.0955 -0.6145 -0.9233 -0.17
C 0.57941 0.90030 -0.64500 -0.3484 -0.6097 0.6289 -0.35
F 1.69764 1.11890 0.14898 -0.5230 0.4745 -0.6249 0.02
F 0.20733 2.08452 -1.28760 0.6573 -1.3994 0.8439 0.02
H -0.43090 -1.75396 -0.46791 0.0994 0.1680 0.2821 0.08
H -0.92273 -1.59591 1.21817 0.4428 -0.1096 0.1261 0.08
H 0.79630 -1.30978 0.69714 1.0163 -0.4908 0.6900 0.06
H -1.46009 0.48353 -0.16695 -1.3159 -0.1098 -1.2137 0.09
H -0.60556 0.87284 1.12844 0.5351 0.6120 1.6073 0.10
H 0.88140 0.10268 -1.34400 -0.0194 0.8820 -0.4793 0.15

---

74
Properties=species:S:1:pos:R:3:forces:R:3:lowdin_charge:R:1 method="wB97M-V/def2-TZVPD" largest_force_ev_per_a=0.6 e_homo_ev=-11.01
O 3.24158 3.67146 1.22436 -0.1908 0.0478 0.1819 -0.22
S 4.17429 3.64408 0.15926 -0.0997 -0.0681 0.0550 0.59
O 5.38548 4.35989 0.22579 0.3532 0.0916 -0.0040 -0.20
O 3.35695 4.05629 -1.18484 0.0509 -0.0659 -0.2898 -0.21
C 3.41936 2.96586 -2.10025 0.5158 0.0826 0.2922 -0.61
Cl 4.98917 3.05723 -2.94610 -0.1509 -0.2421 -0.3270 0.70
C 3.35455 1.78476 -1.13752 -0.1203 0.2940 -0.0198 -0.35
C 3.35774 0.38781 -1.70546 0.2412 0.1199 -0.2962 -0.12
C 1.94256 -0.20562 -1.81520 0.2547 -0.1338 0.2056 -0.16
C 1.13094 -0.11913 -0.51012 0.0422 0.1230 -0.0657 -0.16
C 0.02336 0.93861 -0.48623 0.1392 -0.0250 0.1433 -0.11
C -1.20380 0.52643 -1.25330 0.0136 -0.1154 0.1364 -0.47
F -1.67546 -0.60497 -0.65942 -0.1644 -0.0366 0.0373 0.05
F -0.97080 0.21320 -2.55645 0.0411 0.2360 0.0271 0.06
C -2.42891 1.48354 -1.20134 -0.2468 0.0353 0.2058 -0.42
F -3.44254 0.94442 -1.88893 0.2619 0.1225 0.1239 0.14
F -2.80744 1.58341 0.08755 0.0917 0.0410 -0.2618 0.08
S -2.17928 3.27060 -1.81649 -0.1285 -0.1194 -0.1644 0.78
F -3.54825 3.68119 -1.14298 -0.0516 -0.0334 0.1252 -0.12
F -1.38905 3.60601 -0.47808 0.0431 -0.0626 -0.0020 -0.13
F -0.80367 2.90055 -2.54045 0.0433 -0.0249 0.0943 -0.14
F -2.93553 2.98030 -3.17252 -0.0017 -0.0904 -0.0761 -0.12
F -1.97828 4.75693 -2.26870 0.0562 0.2087 -0.0488 -0.10
O 4.46857 2.13185 -0.25981 -0.1883 0.0075 0.0098 -0.18
H 2.66219 3.01427 -2.87424 -0.3402 0.2485 0.3205 0.13
H 2.48021 1.99044 -0.51474 -0.2441 -0.3920 -0.2205 0.12
H 4.01087 -0.26005 -1.12063 -0.0764 0.0768 0.1826 0.14
H 3.78881 0.43437 -2.70896 0.1608 -0.1046 0.0692 0.11
H 1.42164 0.25697 -2.65362 -0.0938 0.0098 0.0603 0.11
H 2.07652 -1.25712 -2.07129 -0.0887 0.0278 -0.1693 0.12
H 0.70399 -1.08721 -0.24913 -0.0186 -0.0076 -0.0620 0.12
H 1.81121 0.13266 0.30782 -0.0524 -0.0968 0.0645 0.09
H 0.39199 1.91228 -0.79801 -0.0556 -0.0080 -0.1433 0.11
H -0.31604 1.04718 0.54322 0.0018 0.0264 -0.1233 0.05
C -2.80907 -3.89355 -2.33090 0.0886 0.0794 0.1919 -1.55
Cl -1.68507 -5.20719 -1.98300 -0.0090 -0.0088 -0.0090 0.54
Cl -3.77287 -3.49966 -0.89669 -0.0901 -0.1580 0.0388 0.54
Cl -1.96174 -2.45006 -2.85777 0.0226 -0.2657 -0.3167 0.59
H -3.46222 -4.22471 -3.12813 -0.0060 0.0421 0.2382 -0.07
C -6.92403 -2.22758 0.60028 -0.0314 0.0469 -0.0184 -1.56
Cl -7.11357 -0.50474 0.90272 0.0202 -0.0001 0.0050 0.54
Cl -6.01436 -2.99264 1.91180 0.0583 0.0347 -0.0023 0.52
Cl -8.48359 -3.01415 0.37948 0.0059 -0.0070 0.0009 0.54
H -6.35062 -2.35083 -0.30938 0.0080 -0.0082 0.0015 -0.03
C -2.50745 -5.01131 -6.41053 0.0072 -0.0230 0.0302 -1.53
Cl -0.87687 -4.68256 -5.83901 0.0095 0.0125 0.0075 0.53
Cl -2.88480 -6.72721 -6.30361 -0.0007 -0.0069 -0.0029 0.54
Cl -3.69618 -4.05373 -5.51256 -0.0912 0.0148 -0.3483 0.57
H -2.56936 -4.71253 -7.44828 -0.0119 -0.0033 -0.0047 0.01
C 0.82017 1.41241 3.96923 0.0008 -0.0060 0.0114 -1.53
Cl 1.86499 2.67374 4.61200 -0.0128 0.0057 -0.0180 0.55
Cl -0.26032 2.06192 2.73424 0.0838 0.2410 0.2182 0.57
Cl 1.76163 0.06625 3.32325 -0.0189 -0.0189 -0.0869 0.54
H 0.20345 1.03236 4.77463 0.0301 -0.0060 -0.0284 -0.03
C -4.58977 -5.08189 4.65171 -0.0227 -0.0413 -0.0524 -1.57
Cl -3.35111 -6.19041 4.07031 0.0036 0.0193 0.0096 0.54
Cl -5.72562 -5.89904 5.72015 0.0124 0.0167 0.0030 0.54
Cl -3.86173 -3.68598 5.45355 0.0366 0.0267 0.0509 0.54
H -5.13940 -4.71821 3.79463 -0.0228 -0.0290 0.0025 -0.05
C -3.68843 0.15463 4.59323 -0.0911 -0.0344 -0.0196 -1.54
Cl -5.26887 0.85939 4.92997 0.0167 -0.0253 -0.0046 0.54
Cl -3.24096 0.38326 2.90960 -0.0970 -0.0829 -0.0327 0.54
Cl -2.46624 0.82735 5.68124 0.0277 0.0061 0.0226 0.55
H -3.74808 -0.90936 4.78162 -0.0088 0.0065 0.0053 -0.04
C 8.92133 4.41722 -3.36219 -0.0294 -0.0088 0.0350 -1.56
Cl 7.84147 3.60871 -4.50134 0.0842 0.0104 -0.0859 0.50
Cl 9.39446 3.32393 -2.06613 0.0031 -0.0069 0.0097 0.53
Cl 10.33362 5.06934 -4.19203 -0.0002 0.0044 -0.0013 0.53
H 8.37862 5.24323 -2.92194 -0.0051 -0.0002 0.0039 0.01
C 4.16192 -1.45654 6.44711 -0.0363 -0.0234 -0.0325 -1.55
Cl 4.94184 -1.76876 4.89485 0.0087 0.0030 -0.0008 0.52
Cl 3.37271 0.11733 6.44511 0.0587 0.0247 0.1100 0.51
Cl 3.01431 -2.73758 6.83993 -0.0035 -0.0023 0.0064 0.52
H 4.92890 -1.44931 7.20970 0.0042 -0.0015 0.0017 0.01

---

Number 1: orbital gap 6.08 eV. Number 2: orbital gap 13.01 eV. Number 3: orbital gap 11.15 eV.